(1)
Entry from the OMol25 dataset: the ion C4H9INO with charge +1 at a distorted geometry (ωB97M-V/def2-TZVPD).

Kohn-Sham gap in eV: 9.70
SMILES string: C[C@@]1(I)[NH2+]CCO1
Total energy in eV: -15924.3485
Net charge: +1
E_LUMO in Ha: -0.1475

Each atom is followed by the atoms it is bonded to, with distances in Å.
Positions of all 16 atoms, in Å:
1 C 1.457 1.636 0.017  C2 1.558, H8 1.081, H9 1.049, H10 1.096
2 C 0.638 0.328 -0.201  C1 1.558, I3 2.313, N4 1.468, O7 1.328
3 I 2.140 -1.416 -0.431  C2 2.313
4 N -0.128 -0.134 0.963  C2 1.468, C5 1.528, H11 0.991, H12 1.065
5 C -1.147 -1.117 0.389  N4 1.528, C6 1.599, H13 1.094, H14 1.113
6 C -1.279 -0.646 -1.133  C5 1.599, O7 1.465, H15 1.077, H16 1.108
7 O -0.290 0.436 -1.144  C2 1.328, C6 1.465
8 H 2.178 1.389 0.785  C1 1.081
9 H 0.815 2.294 0.522  C1 1.049
10 H 1.984 1.962 -0.887  C1 1.096
11 H -0.687 0.629 1.255  N4 0.991
12 H 0.478 -0.548 1.735  N4 1.065
13 H -2.128 -1.192 0.868  C5 1.094
14 H -0.728 -2.149 0.385  C5 1.113
15 H -1.144 -1.475 -1.807  C6 1.077
16 H -2.158 0.002 -1.316  C6 1.108



(2)
Entry from the OMol25 dataset: a cluster of 3 separate species, C6H14O in total at a distorted geometry (ωB97M-V/def2-TZVPD).

Kohn-Sham gap in eV: 5.81
Total energy in eV: -8488.9346
E_LUMO in Ha: -0.0744

Each atom is followed by the atoms it is bonded to, with distances in Å.
Positions of all 21 atoms, in Å:
1 C 1.888 0.599 0.330  O2 1.234, C3 1.416, H9 1.140
2 O 2.847 0.645 1.106  C1 1.234
3 C 0.808 -0.313 0.424  C1 1.416, C4 1.468, H8 1.129
4 C -0.469 -0.043 -0.247  C3 1.468, C5 1.510, C6 1.636, H13 1.092
5 C -0.794 -0.683 -1.576  C4 1.510, H14 1.198, H15 1.102, H16 1.084
6 C -1.800 -0.185 0.694  C4 1.636, C7 1.563, H17 1.137, H18 1.080
7 C -2.770 1.026 0.499  C6 1.563, H19 1.142, H20 1.072, H21 1.128
8 H 1.038 -1.023 1.271  C3 1.129
9 H 1.816 1.474 -0.397  C1 1.140
10 H 7.248 -2.188 0.451  H12 0.757
11 H -0.541 1.947 -0.695  no bonds
12 H 6.520 -2.092 0.635  H10 0.757
13 H -0.399 1.042 -0.348  C4 1.092
14 H -0.809 -1.874 -1.452  C5 1.198
15 H -1.757 -0.398 -2.030  C5 1.102
16 H -0.042 -0.638 -2.355  C5 1.084
17 H -2.007 -1.298 0.582  C6 1.137
18 H -1.568 -0.066 1.742  C6 1.080
19 H -2.349 2.011 0.896  C7 1.142
20 H -3.088 1.225 -0.505  C7 1.072
21 H -3.774 0.832 0.975  C7 1.128